Record 1
Molecular formula: C23H32ClLiN3O3
Method: DFT, the ωB97M-V functional and the def2-TZVPD basis

```
63
Properties=species:S:1:pos:R:3:forces:R:3:nbo_charge:R:1
C 1.72183 -4.32452 -0.27139 0.570 0.001 0.909 -0.639
C 1.03596 -3.46830 -1.50143 0.812 1.350 -0.025 -0.469
C 0.16465 -2.16143 -0.93472 -2.349 1.133 0.436 0.048
C 1.07158 -0.83613 -0.46700 -3.509 0.994 0.461 0.349
O 2.53137 -0.91920 -0.62650 -4.552 0.396 2.068 -0.521
C 3.25085 -0.01739 0.28588 2.080 0.896 -0.237 -0.104
C 3.57836 1.36741 -0.57089 0.282 -0.167 -0.933 -0.242
C 3.18374 1.19895 -2.18752 -0.339 0.626 0.822 -0.629
C 5.17839 1.77977 -0.56037 -0.563 1.337 -0.019 -0.417
C 5.76337 2.19360 0.91382 0.875 0.071 -0.494 -0.226
C 4.63365 2.77523 1.95435 0.029 0.327 -0.077 -0.640
C 6.62545 0.92385 1.49094 -0.189 0.034 0.378 -0.644
C 0.23484 0.45855 0.08555 0.230 -2.376 -0.916 -0.353
C -1.42946 0.52404 0.23613 2.209 -0.670 -0.386 0.277
N -1.97785 1.80524 0.80248 -4.889 -5.977 -2.112 -0.389
C -3.47197 1.65871 0.86092 0.358 -0.504 -0.242 0.116
C -4.31010 2.97966 1.45390 2.179 -0.329 0.011 -0.146
O -5.18943 3.53092 0.39707 0.714 0.407 1.240 -0.651
C -4.53676 4.64373 -0.32283 -0.327 2.050 -1.096 -0.294
C -4.37769 0.39187 0.39203 5.368 -0.717 -0.624 0.381
O -5.85963 0.46150 0.55483 1.409 -1.303 4.440 -0.493
C -6.19125 0.19112 1.99330 -0.442 1.918 6.644 0.482
N -6.40260 0.26871 3.28944 1.715 -0.698 -11.704 -0.338
N -3.75498 -0.84291 -0.18977 1.817 5.127 2.407 -0.364
C -2.25333 -0.79295 -0.24874 -0.962 0.038 -0.028 0.113
C -1.50521 -2.16423 -0.84183 3.893 1.908 0.539 -0.016
C -2.32866 -3.49112 -1.37279 0.706 -0.006 0.793 -0.208
Cl -3.08871 -3.00047 -3.03327 0.834 -0.348 1.362 -0.075
C -3.44422 -4.07032 -0.31965 -1.466 -0.760 0.216 -0.438
C -4.97706 -4.04157 -0.98772 -0.619 -0.131 0.168 -0.640
H 1.45810 -3.85658 0.79488 0.382 -1.033 -2.439 0.225
H 1.41809 -5.45714 -0.25944 0.404 2.288 -0.118 0.230
H 2.91318 -4.29439 -0.32171 -2.692 0.005 -0.128 0.231
H 1.94872 -2.99192 -2.10583 -2.169 -0.913 1.264 0.250
H 0.44560 -4.11478 -2.27756 0.922 1.300 1.776 0.241
H 2.72488 0.17641 1.31310 0.601 -0.458 -2.160 0.210
H 4.28147 -0.56292 0.54111 -2.322 1.060 -0.722 0.219
H 2.87870 2.21289 -0.14181 1.719 -1.421 -0.833 0.206
H 3.48127 2.19916 -2.73834 -0.516 -2.059 1.163 0.222
H 2.00777 1.11120 -2.24908 2.471 -0.125 -0.192 0.217
H 3.75708 0.29915 -2.67762 -1.340 1.766 0.987 0.226
H 5.87224 0.96559 -1.07216 -1.699 1.515 1.172 0.223
H 5.27530 2.74915 -1.24543 -0.353 -2.073 1.356 0.219
H 6.53070 3.08866 0.72605 -1.662 -1.965 0.428 0.213
H 4.11026 3.71781 1.45042 0.942 -2.132 1.039 0.218
H 5.11770 3.19267 2.95772 -0.893 -1.128 -2.184 0.233
H 3.81759 1.95142 2.23855 1.794 1.856 -0.632 0.199
H 7.67373 1.31344 1.85605 -2.207 -0.978 -0.338 0.231
H 6.84381 0.07617 0.69716 -0.554 1.916 1.433 0.213
H 5.98313 0.42253 2.34373 1.622 0.943 -1.425 0.209
H 0.86440 1.42364 0.39848 -1.738 -2.359 -0.723 0.254
H -3.53118 3.82799 1.73716 -1.455 -2.021 -0.531 0.240
H -4.88037 2.72251 2.45849 0.765 0.288 -2.219 0.205
H -3.72791 4.30836 -1.10515 -1.561 0.279 1.803 0.228
H -5.38779 5.21882 -0.92941 1.787 -1.505 1.324 0.216
H -4.08254 5.46861 0.40950 -0.901 -2.088 -1.364 0.205
H -1.61763 -4.40871 -1.63999 -1.282 2.540 0.632 0.260
H -3.42134 -3.53583 0.74767 -0.003 -0.868 -2.630 0.233
H -3.25398 -5.22384 -0.07869 -0.032 2.577 -0.719 0.230
H -5.79804 -4.45422 -0.23915 1.959 0.803 -1.269 0.220
H -5.32138 -2.94867 -1.27701 0.936 -2.322 0.542 0.228
H -5.05408 -4.75026 -1.94517 0.399 1.724 2.129 0.230
Li -7.20260 3.13073 1.35930 0.800 -0.039 -0.420 0.986
```
Forces are in eV/Å.

For the LUMO energy, the calculation gives -4.415 eV. The value obtained for the largest force on an atom is 0.2304 Eh/bohr. The HOMO energy is -0.393 Ha. Its spin multiplicity is 1. Its total energy is -47683.50259 eV. The total charge is +1. The value obtained for the HOMO-LUMO gap is 6.28 eV.

Record 2
Molecular formula: C23H32ClN6O3Zr
Method: DFT, the ωB97M-V functional and the def2-TZVPD basis

```
66
Properties=species:S:1:pos:R:3:forces:R:3:mulliken_charge:R:1
Zr -0.57114 0.78343 0.81804 0.079 0.049 0.068 0.887
C -3.23504 -0.84857 1.31438 0.001 0.002 -0.002 -1.399
N -2.60186 -2.15647 1.28362 0.000 0.004 -0.001 0.095
C -2.96465 -3.03765 2.38920 -0.001 -0.006 0.007 -1.187
C -1.51183 -2.38785 0.52090 0.012 0.000 -0.014 0.534
N -0.79267 -1.35268 0.09853 -0.047 0.018 0.029 0.380
C 0.05030 -1.42202 -1.04848 0.038 -0.001 -0.089 -0.016
C -0.29196 -2.11214 -2.21071 0.006 0.009 0.018 -0.444
C 0.55029 -2.10747 -3.30797 -0.001 0.004 0.003 -0.729
C 1.73574 -1.38251 -3.27148 0.005 0.004 -0.004 -0.841
C 2.06133 -0.64830 -2.14552 -0.007 0.014 0.007 -0.352
C 1.23348 -0.66004 -1.02546 -0.044 -0.008 0.051 -0.410
N 1.46888 0.16539 0.11006 -0.009 -0.026 -0.013 0.800
C 2.69001 0.29201 0.62852 -0.011 -0.001 0.003 0.264
N 3.61465 -0.69682 0.56972 0.031 0.002 -0.050 0.302
C 3.22939 -2.09412 0.57012 -0.018 0.001 0.032 -1.082
C 5.03130 -0.42593 0.37378 -0.010 -0.002 0.032 -1.327
N 3.03558 1.42137 1.26579 -0.026 -0.004 0.001 0.155
C 2.33483 2.67819 1.04262 0.011 -0.005 -0.005 -1.266
C 3.92058 1.41030 2.42483 -0.002 -0.006 -0.005 -1.190
N -1.22455 -3.68277 0.24728 -0.002 0.008 -0.003 0.266
C -2.27060 -4.67410 0.03531 -0.004 -0.006 -0.004 -1.283
C 0.12595 -4.17212 0.04220 0.001 -0.001 0.007 -1.011
H -4.28322 -0.97508 1.58304 0.002 0.000 -0.002 0.463
H -3.20246 -0.38362 0.33163 -0.004 0.001 0.000 0.454
H -2.78755 -0.19370 2.07335 0.001 -0.002 0.000 0.370
H -3.93597 -3.50671 2.22519 0.001 0.003 0.001 0.343
H -3.01211 -2.44672 3.30471 0.000 0.002 -0.001 0.413
H -2.21096 -3.80769 2.52175 -0.001 -0.004 -0.003 0.400
H -1.22923 -2.65380 -2.24752 -0.001 -0.002 -0.002 0.540
H 0.27337 -2.65266 -4.19999 -0.001 -0.001 0.000 0.448
H 2.38933 -1.36370 -4.13291 -0.003 -0.003 -0.002 0.454
H 2.95738 -0.03939 -2.12957 -0.001 -0.001 -0.003 0.514
H 2.25209 -2.18801 1.03742 0.000 -0.005 -0.002 0.258
H 3.94925 -2.65078 1.17158 0.000 0.000 -0.004 0.535
H 3.19952 -2.52333 -0.43465 0.003 0.004 -0.006 0.255
H 5.18550 0.63019 0.17087 -0.001 -0.002 -0.004 0.412
H 5.38490 -0.99954 -0.48539 -0.004 -0.001 -0.006 0.396
H 5.62243 -0.71161 1.24626 0.004 0.001 -0.006 0.386
H 1.90577 2.69855 0.04629 0.012 0.012 -0.003 0.391
H 3.05591 3.49021 1.13688 -0.012 0.007 -0.007 0.419
H 1.54438 2.82991 1.78224 0.007 -0.008 0.010 0.331
H 4.12094 0.38959 2.73578 0.008 0.000 0.005 0.400
H 3.41915 1.92669 3.24368 -0.001 -0.001 0.001 0.405
H 4.86328 1.91860 2.21529 -0.005 0.002 -0.001 0.346
H -3.24281 -4.19256 -0.01319 0.002 -0.003 0.001 0.406
H -2.28125 -5.42835 0.82451 -0.001 0.002 0.001 0.394
H -2.08479 -5.17745 -0.91579 0.003 0.001 0.000 0.396
H 0.84465 -3.42332 0.35177 0.001 -0.001 -0.002 0.132
H 0.30989 -4.42287 -1.00464 0.000 0.000 -0.001 0.334
H 0.26813 -5.06734 0.65045 -0.002 -0.001 -0.004 0.451
O -0.40614 0.89880 2.55226 0.002 0.022 0.023 -0.836
Cl -4.32205 7.70992 -2.53262 -0.002 -0.002 0.000 -0.185
C -3.56383 6.30368 -1.87601 -0.001 -0.006 0.002 0.451
C -4.35348 5.29176 -1.34634 0.006 0.004 -0.003 -0.752
C -3.74211 4.16827 -0.82210 0.007 0.008 -0.005 -0.249
C -2.35373 4.06303 -0.82904 -0.035 0.000 0.001 0.001
C -1.57480 5.08651 -1.36177 -0.001 -0.001 0.003 -0.252
C -2.17839 6.21222 -1.88957 -0.001 0.004 -0.001 -0.745
C -1.70844 2.86765 -0.26784 0.038 -0.026 0.016 1.308
O -0.43911 2.76151 -0.22806 -0.005 -0.012 0.002 -0.790
O -2.39895 1.90136 0.20152 -0.024 -0.032 -0.070 -0.844
H -5.42924 5.39360 -1.34798 0.000 -0.002 0.001 0.409
H -4.33389 3.36772 -0.40057 0.001 -0.001 0.000 0.429
H -0.49779 4.99202 -1.35804 -0.001 0.000 0.000 0.444
H -1.59162 7.01732 -2.30819 0.002 -0.002 0.001 0.415
```
Forces are in eV/Å.

For the LUMO energy, the calculation gives -2.069 eV. The value obtained for the largest force on an atom is 0.0022 Eh/bohr. The HOMO energy is -0.410 Ha. The energy relative to the best compared isomer or geometry (same formula, charge and spin) is 0.0 kJ/mol. Its spin multiplicity is 1. Its total energy is -53256.11537 eV. The total charge is +1. The value obtained for the HOMO-LUMO gap is 9.10 eV.